(1)
15
Properties=species:S:1:pos:R:3:forces:R:3:lowdin_spin:R:1 method="wB97M-V/def2-TZVPD" charge=+1 spin_multiplicity=2 orbital_gap_ev="8.826 / 3.063" homo_ev="-12.8 / -12.7" s_squared=0.76 de_lowest_ev=2.620
O 0.5693 0.0229 -1.1989 1.4 -2.0 0.8 0.106
O -2.7348 0.3325 -0.1579 0.6 2.5 3.4 0.013
N 2.0922 -1.8186 -0.4783 -0.6 -1.3 -0.8 0.720
C 1.8323 -0.7308 -1.3146 -2.9 1.1 -2.9 0.077
C -2.6089 1.1258 0.8232 1.2 -3.8 -3.1 0.001
C -1.3176 1.2802 1.6342 1.1 0.4 -1.4 0.001
H 2.5419 0.0339 -1.1948 1.6 0.9 0.3 0.041
H -1.3601 2.3594 1.8992 0.6 -0.7 0.2 0.000
H 1.7938 -1.0833 -2.3652 0.8 0.0 0.6 0.008
H 1.9225 -1.8173 0.4965 -0.3 0.3 1.5 0.016
H -3.3712 1.8403 0.9862 -1.1 0.8 0.4 0.001
H -1.0287 0.6727 2.5318 -1.0 0.4 -0.8 0.000
H -0.4819 1.1047 0.8526 -1.2 0.4 1.3 0.000
H -0.0776 -0.5642 -1.6279 -0.4 0.4 0.4 0.002
H 2.2288 -2.7581 -0.8860 0.2 0.5 0.2 0.014

(2)
16
Properties=species:S:1:pos:R:3:forces:R:3:lowdin_charge:R:1 method="wB97M-V/def2-TZVPD" charge=0 smiles="CSCC(N)=O.O" orbital_gap_ev=9.852 homo_ev=-9.2 de_lowest_ev=0.847
S -0.5137 2.1535 0.1700 0.5 1.3 0.4 0.805
O 0.1885 -1.7040 -0.5118 -1.0 1.8 0.3 -0.012
O -1.6586 -3.7838 -0.7084 0.3 -0.4 1.2 -0.101
N 0.1825 -0.5601 1.3932 -0.2 1.8 1.2 0.153
C -0.5288 0.5922 -0.6774 -0.3 0.5 -0.5 -0.427
C -0.0617 -0.6288 0.0845 1.6 -3.2 -1.3 -0.558
C 1.2114 2.7204 -0.1026 0.3 -0.5 0.3 -0.385
H 1.3263 3.7935 0.1251 -0.4 -0.5 0.0 0.038
H -1.0670 -3.0835 -0.3510 -0.2 -0.5 -0.5 -0.013
H -1.6023 0.5245 -0.9391 0.6 -0.6 0.0 0.092
H 0.4484 -1.3429 1.9957 -0.1 0.5 -0.9 0.135
H 0.2315 0.3981 1.7481 -0.3 -0.7 0.4 0.062
H 1.5483 2.5424 -1.1377 -0.3 0.1 0.4 0.043
H -1.5989 -4.5166 -0.0543 -0.1 0.8 -0.8 0.041
H 1.8571 2.1445 0.5815 0.0 0.4 -0.4 0.031
H 0.0369 0.7506 -1.6157 -0.3 -0.7 0.4 0.098

(3)
16
Properties=species:S:1:pos:R:3:forces:R:3:lowdin_charge:R:1 method="wB97M-V/def2-TZVPD" charge=0 smiles="O=CNCCS.O" orbital_gap_ev=9.630 homo_ev=-9.2 de_lowest_ev=1.434
S -1.7742 -0.8709 0.4193 -0.1 0.1 -0.1 0.716
O 1.1122 -1.8334 -2.6502 0.3 -0.1 0.0 0.031
O 1.5869 2.3674 3.6407 0.2 0.0 0.1 -0.066
N 0.9775 -0.3242 -0.9442 0.4 0.4 0.1 -0.003
C 0.3080 0.8934 -0.5119 -1.1 -0.1 -0.5 -0.257
C 0.4764 -1.0537 -1.9873 -0.4 -0.1 -0.2 -0.401
C -0.9165 0.7357 0.4370 0.8 -0.3 0.3 -0.520
H 1.9639 2.9015 2.9343 0.0 0.0 0.1 0.027
H -2.9084 -0.4676 -0.1646 0.0 0.0 -0.1 -0.149
H 2.2552 2.3711 4.3406 -0.2 0.0 -0.2 0.039
H 1.0357 1.5396 -0.0385 0.2 0.0 0.1 0.108
H -1.6004 1.5385 0.1831 -0.2 0.0 0.3 0.068
H -0.0729 1.4398 -1.3832 0.2 0.0 0.0 0.109
H 1.9844 -0.2407 -0.9951 0.0 -0.3 0.2 0.136
H -0.5927 0.8328 1.4752 0.0 0.2 -0.1 0.050
H -0.5969 -0.8828 -2.1677 0.0 0.1 0.1 0.111

(4)
16
Properties=species:S:1:pos:R:3:forces:R:3:lowdin_charge:R:1 method="wB97M-V/def2-TZVPD" charge=0 smiles="N[C@H](C=O)CS.O" orbital_gap_ev=9.293 homo_ev=-9.0 de_lowest_ev=2.489
S 0.6313 -1.4784 2.5780 -0.9 -0.4 -0.6 0.691
O -0.5882 1.9906 -0.1578 0.8 0.6 0.1 0.065
O -1.9721 1.1775 -4.8204 0.0 0.9 1.1 -0.071
N 1.3071 -1.0336 -0.3401 -0.4 0.7 0.3 0.028
C 0.0968 -0.0179 1.6332 1.9 -0.3 0.0 -0.526
C 0.1845 1.1587 -0.5550 -2.2 -1.2 0.0 -0.226
C 0.1715 -0.2407 0.0887 0.0 1.3 0.5 -0.430
H 1.7310 -0.5883 -1.1409 0.1 -0.4 -0.2 0.063
H -1.3516 1.0645 -4.0827 0.1 -0.4 -0.4 0.022
H 0.9220 0.6729 1.8170 -0.2 0.3 0.2 0.068
H 0.5590 1.1994 -1.5829 0.9 0.3 -0.3 0.117
H -0.7857 0.3576 2.1281 -0.4 0.2 -0.7 0.066
H 1.0567 -1.9907 -0.5215 0.2 -0.1 -0.2 0.073
H -0.3095 -2.1891 1.9069 0.3 -0.4 0.6 -0.133
H -0.7991 -0.5516 -0.3215 0.0 -0.6 0.2 0.145
H -2.3983 1.9947 -4.4924 -0.1 -0.5 -0.7 0.047

(5)
16
Properties=species:S:1:pos:R:3:forces:R:3:lowdin_charge:R:1 method="wB97M-V/def2-TZVPD" charge=0 smiles="NC(=O)CCS.O" orbital_gap_ev=9.725 homo_ev=-9.0 de_lowest_ev=1.677
S -2.7396 0.3885 0.3067 0.1 -0.1 0.1 0.645
O 1.1426 0.5039 -2.4790 -1.2 -1.5 3.7 -0.022
O 1.7728 0.7686 0.5774 -1.6 -3.3 -0.2 -0.025
N 2.2533 -1.4893 0.7205 -1.0 0.7 0.2 0.121
C 1.3267 -0.4202 0.5739 4.0 1.4 0.7 -0.494
C -0.9130 0.5349 0.2929 1.4 2.7 -0.3 -0.611
C -0.1283 -0.8021 0.4887 -1.3 1.3 -0.8 -0.210
H -0.3773 -1.3479 -0.4804 0.6 -0.1 1.6 0.141
H -3.0675 0.4533 -1.0116 0.5 0.0 0.4 -0.150
H 1.4107 0.8430 -3.2715 1.3 1.6 -3.0 -0.017
H -0.5609 1.3997 1.1561 -1.1 -2.6 -2.6 0.147
H -0.4503 -1.2747 1.4511 0.3 -0.1 -1.1 0.126
H 1.8431 -2.4273 0.7032 0.6 0.6 0.2 0.094
H 1.6051 0.9348 -1.7370 -0.1 -0.1 -0.6 0.038
H -0.6043 0.9377 -0.7791 -0.6 -0.6 2.5 0.089
H 3.2261 -1.3646 1.0983 -1.8 0.1 -0.8 0.128

(6)
16
Properties=species:S:1:pos:R:3:forces:R:3:lowdin_charge:R:1 method="wB97M-V/def2-TZVPD" charge=0 smiles="NSCCO.C=O" orbital_gap_ev=9.606 homo_ev=-9.1 de_lowest_ev=3.143
S 0.2405 1.2680 -1.1207 -1.2 -1.2 0.8 0.806
O 1.1406 -1.2287 1.4575 1.3 -0.5 -0.5 -0.006
O -0.9209 -1.6868 -0.9113 1.2 0.7 -0.6 -0.122
N 0.6876 1.8323 0.3959 -1.5 2.3 -1.2 -0.338
C 2.1814 -1.1300 0.8365 -2.0 0.1 0.7 -0.113
C -1.4695 0.6317 -0.6656 0.4 -0.1 -0.8 -0.408
C -1.6177 -0.7982 -0.0575 2.5 1.9 0.4 -0.306
H -1.2181 -0.7361 0.9909 -0.1 -0.5 -0.8 0.105
H -2.6168 -1.1333 0.0025 -1.3 -0.1 -0.1 0.096
H 1.3470 1.3437 0.8918 1.8 -1.4 1.2 -0.047
H -1.9335 1.4624 -0.1332 -0.1 -0.3 0.1 0.070
H 0.9030 2.8212 0.3192 0.0 -0.3 0.4 0.031
H -1.8396 0.5703 -1.6799 -0.8 0.1 -0.3 0.050
H 2.7345 -1.9178 0.3412 0.0 -0.9 0.0 0.085
H 2.5743 -0.1526 0.6841 0.9 1.2 -0.2 0.047
H -0.1927 -1.1461 -1.3513 -1.2 -1.1 0.9 0.051

What did the second record say?
16
Properties=species:S:1:pos:R:3:forces:R:3:lowdin_charge:R:1 method="wB97M-V/def2-TZVPD" charge=0 smiles="CSCC(N)=O.O" orbital_gap_ev=9.852 homo_ev=-9.2 de_lowest_ev=0.847
S -0.5137 2.1535 0.1700 0.5 1.3 0.4 0.805
O 0.1885 -1.7040 -0.5118 -1.0 1.8 0.3 -0.012
O -1.6586 -3.7838 -0.7084 0.3 -0.4 1.2 -0.101
N 0.1825 -0.5601 1.3932 -0.2 1.8 1.2 0.153
C -0.5288 0.5922 -0.6774 -0.3 0.5 -0.5 -0.427
C -0.0617 -0.6288 0.0845 1.6 -3.2 -1.3 -0.558
C 1.2114 2.7204 -0.1026 0.3 -0.5 0.3 -0.385
H 1.3263 3.7935 0.1251 -0.4 -0.5 0.0 0.038
H -1.0670 -3.0835 -0.3510 -0.2 -0.5 -0.5 -0.013
H -1.6023 0.5245 -0.9391 0.6 -0.6 0.0 0.092
H 0.4484 -1.3429 1.9957 -0.1 0.5 -0.9 0.135
H 0.2315 0.3981 1.7481 -0.3 -0.7 0.4 0.062
H 1.5483 2.5424 -1.1377 -0.3 0.1 0.4 0.043
H -1.5989 -4.5166 -0.0543 -0.1 0.8 -0.8 0.041
H 1.8571 2.1445 0.5815 0.0 0.4 -0.4 0.031
H 0.0369 0.7506 -1.6157 -0.3 -0.7 0.4 0.098